(1)
C6H14OSi | ωB97M-V/def2-TZVPD

Last column: natural (NBO) charge in e.
Positions of all 22 atoms, in Å:
C1 -2.06327 0.33688 0.86571  -0.523
C2 -1.60982 0.20775 -0.43817  0.352
C3 -2.58725 -0.18745 -1.52843  -0.674
C4 1.02000 -1.76494 0.85633  -1.106
C5 1.23142 1.09611 1.55859  -1.132
C6 2.15278 0.55126 -1.37331  -1.124
O1 -0.26827 0.33214 -0.74385  -0.880
Si1 1.08737 -0.01563 0.03260  1.871
H1 -1.30853 0.49306 1.61215  0.196
H2 -3.11550 0.28560 1.15252  0.211
H3 -3.01067 0.65735 -2.20830  0.225
H4 -2.17060 -0.90658 -2.23305  0.224
H5 -3.42849 -0.74366 -1.08576  0.227
H6 0.05057 -2.20966 0.91669  0.250
H7 1.57123 -2.54894 0.18979  0.229
H8 1.40117 -1.78657 1.81502  0.230
H9 0.36322 1.65943 1.65493  0.237
H10 1.49016 0.63034 2.45353  0.231
H11 2.09650 1.75167 1.45037  0.232
H12 2.89834 1.28062 -0.95736  0.236
H13 2.50279 -0.28188 -1.82101  0.228
H14 1.69686 1.16311 -2.16899  0.260

total charge	0
SMILES string	C=C(C)O[Si](C)(C)C

(2)
C6H14OSi | ωB97M-V/def2-TZVPD

Last column: natural (NBO) charge in e.
Positions of all 22 atoms, in Å:
C1 -2.24077 -1.65241 0.12363  -0.371
C2 -1.45175 -0.63087 -0.17176  -0.225
C3 -2.56463 0.78828 1.45941  -0.662
C4 -0.99584 1.79262 -0.04300  -0.370
C5 2.09374 0.37492 1.08185  -0.235
C6 -1.61985 0.66620 0.38537  -0.058
O1 2.14256 -0.59198 0.12670  -0.892
Si1 2.41119 -0.47761 -1.42666  1.228
H1 -2.07987 -2.60622 -0.34259  0.204
H2 -3.19465 -1.53449 0.81258  0.197
H3 -0.55719 -0.73271 -0.80602  0.212
H4 -2.61041 1.79250 2.05486  0.225
H5 -2.36670 0.16725 2.38590  0.227
H6 -3.60603 0.36024 1.33720  0.224
H7 -0.26741 1.79946 -0.82581  0.200
H8 -1.45763 2.67291 0.30401  0.196
H9 1.76186 0.81536 -1.93439  -0.224
H10 1.35609 0.04887 1.74399  0.191
H11 2.11761 1.35710 0.75875  0.174
H12 3.02616 0.48240 1.69168  0.157
H13 1.72710 -1.80638 -1.71198  -0.184
H14 3.76877 -0.33049 -1.91947  -0.215

total charge	0
SMILES string	C=CC(=C)C.CO[SiH3]

(3)
C6H14P | ωB97M-V/def2-TZVPD

Last column: natural (NBO) charge in e.
Positions of all 21 atoms, in Å:
C1 0.58499 0.31757 1.35520  -0.639
C2 0.70574 -0.59857 0.00298  -0.209
C3 1.85909 -0.33315 -0.86110  -0.643
C4 0.24458 -2.01887 0.18449  -0.636
C5 -2.32954 -0.27023 0.06544  -0.888
C6 -0.34656 2.30390 -0.47934  -0.975
P1 -0.67139 0.60955 0.03318  1.316
H1 0.27152 -0.02819 2.35332  0.279
H2 1.38500 1.11495 1.20219  0.258
H3 2.64110 -0.82487 -0.24072  0.241
H4 2.07289 0.73901 -1.03297  0.227
H5 1.82973 -0.77012 -1.92818  0.255
H6 1.01150 -2.39673 0.84477  0.248
H7 0.03430 -2.58114 -0.78038  0.251
H8 -0.76504 -2.14338 0.81329  0.224
H9 -2.24727 -1.10091 -0.65062  0.273
H10 -3.11699 0.47391 -0.23940  0.280
H11 -2.54903 -0.68496 1.05869  0.278
H12 -0.07486 2.58415 -1.55840  0.293
H13 0.59929 2.60719 -0.00103  0.277
H14 -1.13904 3.00090 -0.14143  0.289

total charge	+1

Calculated largest force on an atom, 4.53, 5.80, 3.41 eV Å⁻¹ (same order as the records).
Calculated orbital gap, 9.54, 9.50, 11.23 eV (same order as the records).
Calculated energy above the lowest of the compared OMol25 structures with the same formula, charge and spin, 40.5, 102.1, 55.5 kcal/mol (same order as the records).